Record 1
A molecular structure, C6H10S2 in a non-equilibrium geometry, computed with ωB97M-V/def2-TZVPD.

HOMO-LUMO gap: 8.534 eV
charge: 0
energy relative to the best compared isomer or geometry (same formula, charge and spin): 186.9 kJ/mol
HOMO level: -8.80 eV

Last column: natural (NBO) charge in e.
CARTESIAN COORDINATES (ANGSTROEM)
1 C -1.93 0.66 -0.54  -0.6320
2 C -0.79 -0.50 -0.83  -0.3928
3 C 0.29 -0.43 0.33  -0.1841
4 C -0.49 -0.42 1.62  -0.6035
5 C 2.36 -0.11 -0.66  -0.5783
6 C 1.25 0.68 -0.10  -0.0712
7 H -2.66 0.38 -1.36  0.2221
8 H -2.37 0.59 0.50  0.2152
9 H -1.50 1.65 -0.73  0.2235
10 H -0.23 -0.39 -1.75  0.2100
11 H -1.17 -1.57 -0.74  0.2127
12 H 0.28 -0.46 2.51  0.2152
13 H -1.06 -1.22 1.64  0.2073
14 H -0.98 0.47 1.56  0.2221
15 H 3.30 0.26 -0.17  0.2472
16 H 2.60 -0.17 -1.70  0.2449
17 S 1.64 -1.66 0.13  0.1720
18 S 1.45 2.23 0.29  0.0696

***

Record 2
6 unconnected molecules or ions with the total composition C5H21NO6 in a non-equilibrium geometry, computed with ωB97M-V/def2-TZVPD.

SMILES: CC(C)[C@H](N)C=O.O.O.O.O.O
HOMO-LUMO gap: 9.577 eV
charge: 0
energy relative to the best compared isomer or geometry (same formula, charge and spin): 92.1 kJ/mol
HOMO level: -9.29 eV

Last column: natural (NBO) charge in e.
CARTESIAN COORDINATES (ANGSTROEM)
1 C -2.32 1.25 -1.62  -0.6096
2 C -1.29 0.66 -0.68  -0.2138
3 C -1.99 -0.02 0.48  -0.6537
4 C -0.29 -0.30 -1.41  -0.1665
5 N -0.80 -1.59 -1.79  -0.8775
6 C 0.96 -0.35 -0.54  0.4588
7 O 1.71 0.58 -0.42  -0.5790
8 H -2.99 0.49 -2.03  0.2076
9 H -3.06 1.82 -1.04  0.2157
10 H -1.87 1.85 -2.40  0.2180
11 H -0.66 1.44 -0.27  0.1980
12 H -2.77 -0.68 0.08  0.2018
13 H -2.48 0.65 1.19  0.2361
14 H -1.49 -0.81 1.05  0.2148
15 H -0.03 0.26 -2.30  0.2205
16 H -1.53 -1.98 -1.21  0.3842
17 H -0.87 -1.72 -2.78  0.3867
18 H 1.17 -1.33 -0.08  0.1416
19 O 1.83 3.51 -0.89  -0.9408
20 H 1.12 3.14 -0.36  0.4585
21 H 2.21 2.70 -1.27  0.4833
22 O -0.97 2.10 2.97  -0.9447
23 H -0.37 2.58 2.39  0.4726
24 H -0.36 1.88 3.70  0.4803
25 O 2.19 -2.16 -2.28  -0.9522
26 H 1.28 -2.49 -2.21  0.4830
27 H 2.75 -2.88 -1.98  0.4727
28 O 0.90 -2.79 1.78  -0.9657
29 H 1.79 -2.45 1.65  0.4588
30 H 0.56 -2.09 2.39  0.4904
31 O -0.06 -0.59 3.19  -0.9577
32 H -0.92 -0.85 3.57  0.4816
33 H -0.31 0.05 2.51  0.4965

***

Record 3
A single C4H9N3O2 molecule in a non-equilibrium geometry, computed with ωB97M-V/def2-TZVPD.

SMILES: NC(=O)C/C(N)=C(/N)O
HOMO-LUMO gap: 7.790 eV
charge: 0
energy relative to the best compared isomer or geometry (same formula, charge and spin): 202.8 kJ/mol
HOMO level: -7.20 eV

Last column: natural (NBO) charge in e.
CARTESIAN COORDINATES (ANGSTROEM)
1 N -0.78 0.92 1.48  -0.8904
2 C -1.30 -0.39 1.22  0.7003
3 O -2.49 -0.60 1.13  -0.5920
4 C -0.18 -1.33 0.86  -0.5426
5 C 0.17 -0.63 -0.44  -0.0516
6 N -0.42 -1.03 -1.67  -0.8546
7 C 0.77 0.61 -0.33  0.5179
8 N 0.87 1.43 -1.47  -0.8850
9 O 1.81 0.81 0.58  -0.7436
10 H 0.07 1.07 1.99  0.4064
11 H -1.46 1.67 1.47  0.3976
12 H 0.64 -1.30 1.58  0.2392
13 H -0.58 -2.33 0.68  0.2354
14 H -1.42 -1.18 -1.56  0.3656
15 H 0.00 -1.87 -2.05  0.3700
16 H 1.23 2.36 -1.30  0.4005
17 H 0.44 0.99 -2.27  0.4333
18 H 2.65 0.81 0.10  0.4937

***

Record 4
A molecular structure, C8H12AlN4O3 in a non-equilibrium geometry, computed with ωB97M-V/def2-TZVPD.

HOMO-LUMO gap: 2.751 eV
charge: +3
HOMO level: -19.17 eV

Last column: natural (NBO) charge in e.
CARTESIAN COORDINATES (ANGSTROEM)
1 N -0.74 -1.04 3.16  -0.6581
2 C -1.49 -0.56 1.94  0.3443
3 N -2.99 -0.77 2.25  -0.6002
4 N -1.11 -1.46 0.77  -0.6423
5 C -1.33 1.04 1.60  -0.0753
6 O -0.04 1.64 2.00  -0.4877
7 C 0.83 1.89 0.82  1.0058
8 O 0.60 3.01 0.12  -0.5230
9 O 1.90 0.92 0.57  -0.4315
10 C 1.83 0.41 -0.85  0.6186
11 C 3.27 0.02 -1.48  -0.0979
12 C 3.23 -0.56 -3.06  -0.1053
13 C 1.68 -0.55 -3.64  -0.0296
14 C 0.34 -0.10 -2.83  0.1098
15 N 0.45 0.35 -1.41  -0.5986
16 H 0.02 -1.72 2.93  0.4245
17 H -0.40 -0.25 3.76  0.4339
18 H -3.17 -1.80 2.28  0.4236
19 H -3.58 -0.28 1.55  0.3960
20 H -1.53 -2.42 0.91  0.4268
21 H -1.62 -1.03 -0.06  0.3824
22 H -2.18 1.62 2.21  0.2910
23 H -1.53 1.30 0.46  0.0582
24 H 4.31 0.12 -0.90  0.3499
25 H 4.18 -0.91 -3.65  0.3465
26 H 1.53 -0.91 -4.76  0.3160
27 H -0.71 -0.18 -3.36  0.2949
28 Al -1.74 2.24 -1.33  1.0273

***

Record 5
A single C5H6O molecule in a non-equilibrium geometry, computed with ωB97M-V/def2-TZVPD.

SMILES: C#CCC(C)=O
HOMO-LUMO gap: 10.612 eV
charge: 0
energy relative to the best compared isomer or geometry (same formula, charge and spin): 233.0 kJ/mol
HOMO level: -9.76 eV

Last column: natural (NBO) charge in e.
CARTESIAN COORDINATES (ANGSTROEM)
1 C 2.49 -0.81 1.07  -0.2305
2 C 1.71 -0.35 0.28  -0.0095
3 C 0.56 -0.29 -0.61  -0.6036
4 C -0.76 -0.05 0.18  0.6005
5 C -1.80 0.90 -0.39  -0.7216
6 O -0.92 -0.53 1.27  -0.5130
7 H 3.10 -1.43 1.68  0.2371
8 H 0.61 0.29 -1.53  0.2371
9 H 0.85 -1.33 -0.91  0.2949
10 H -2.80 0.55 -0.12  0.2447
11 H -1.74 1.04 -1.47  0.2168
12 H -1.68 1.89 0.08  0.2470

***

Record 6
A molecular structure, C18H20BrN4OOsS2 in a non-equilibrium geometry, computed with ωB97M-V/def2-TZVPD.

HOMO-LUMO gap (alpha / beta): 5.578 / 5.574 eV
charge: +1
energy relative to the best compared isomer or geometry (same formula, charge and spin): 71.8 kJ/mol
HOMO level (alpha / beta): -10.77 / -10.81 eV

Last column: natural (NBO) charge in e.
CARTESIAN COORDINATES (ANGSTROEM)
1 Os -0.05 -0.08 -0.33  0.8886
2 C -3.10 -0.65 4.02  -0.7576
3 S -3.22 0.91 3.12  0.3933
4 C -2.02 0.76 1.87  -0.0840
5 S -1.38 -0.81 1.44  0.0911
6 N -1.74 1.91 1.31  -0.3595
7 N -0.87 1.76 0.26  -0.2507
8 C -0.43 2.79 -0.36  0.0784
9 C 0.52 2.56 -1.47  0.1513
10 C 1.11 3.60 -2.16  -0.1999
11 C 2.06 3.30 -3.13  -0.1205
12 C 2.38 1.98 -3.39  -0.2255
13 C 1.72 0.98 -2.68  0.0936
14 N 0.81 1.26 -1.75  -0.4364
15 H -3.97 -0.66 4.68  0.2533
16 H -2.19 -0.67 4.63  0.2354
17 H -3.15 -1.51 3.36  0.2411
18 H -0.72 3.79 -0.07  0.2317
19 H 0.85 4.62 -1.92  0.2464
20 H 2.55 4.10 -3.67  0.2457
21 H 3.12 1.71 -4.13  0.2512
22 H 1.93 -0.07 -2.84  0.2416
23 Br 2.16 -6.12 -2.38  0.0904
24 C 1.47 -4.46 -1.83  -0.0821
25 C 1.44 -4.15 -0.47  -0.2475
26 C 0.92 -2.93 -0.07  -0.1522
27 C 0.47 -1.98 -1.00  -0.2477
28 C 0.50 -2.34 -2.35  -0.2547
29 C 1.00 -3.56 -2.77  -0.2290
30 H 1.81 -4.86 0.25  0.2344
31 H 0.90 -2.70 0.99  0.2055
32 H 0.13 -1.66 -3.11  0.1965
33 H 1.02 -3.82 -3.82  0.2321
34 N -2.58 -0.60 -2.17  -0.5893
35 C -1.66 -0.41 -1.50  0.4321
36 H -3.42 -0.78 -2.69  0.4764
37 C 1.60 1.29 2.74  -0.6249
38 C 2.31 1.06 1.41  0.1018
39 C 3.71 0.49 1.57  -0.6188
40 O 1.55 0.14 0.64  -0.6124
41 H 2.18 1.99 3.35  0.2319
42 H 1.51 0.35 3.28  0.2199
43 H 0.61 1.71 2.59  0.2092
44 H 2.37 2.01 0.86  0.1596
45 H 3.68 -0.41 2.18  0.2194
46 H 4.35 1.22 2.06  0.2211
47 H 4.13 0.24 0.60  0.2198

***

Record 7
2 unconnected molecules or ions with the total composition C2H5ClNOP in a non-equilibrium geometry, computed with ωB97M-V/def2-TZVPD.

SMILES: C1COP=N1.Cl
HOMO-LUMO gap: 9.387 eV
charge: 0
energy relative to the best compared isomer or geometry (same formula, charge and spin): 166.1 kJ/mol
HOMO level: -9.36 eV

Last column: natural (NBO) charge in e.
CARTESIAN COORDINATES (ANGSTROEM)
1 C 0.29 -0.35 -0.34  -0.2868
2 C -1.04 -0.94 0.01  -0.0743
3 O -0.85 -1.71 1.12  -0.7878
4 P 0.58 -1.42 1.91  1.2644
5 N 1.16 -0.51 0.74  -0.8614
6 H 0.77 -0.71 -1.23  0.1993
7 H 0.18 0.68 -0.61  0.1982
8 H -1.84 -0.14 0.32  0.1623
9 H -1.35 -1.46 -0.80  0.1851
10 Cl 1.17 3.54 0.04  -0.2722
11 H 0.92 3.02 -1.16  0.2733

***

Record 8
A single C2H4N4O4 molecule in a non-equilibrium geometry, computed with ωB97M-V/def2-TZVPD.

SMILES: O=[N+]([O-])[C@@H]1NCN1[N+](=O)[O-]
HOMO-LUMO gap: 10.860 eV
charge: 0
energy relative to the best compared isomer or geometry (same formula, charge and spin): 339.8 kJ/mol
HOMO level: -10.64 eV

Last column: natural (NBO) charge in e.
CARTESIAN COORDINATES (ANGSTROEM)
1 O -2.26 -1.60 -0.49  -0.3630
2 N -1.18 -1.67 0.02  0.5182
3 O -0.87 -2.41 0.92  -0.3464
4 C -0.11 -0.69 -0.54  0.1699
5 N 1.11 -0.89 0.20  -0.6096
6 C 1.03 0.45 0.84  -0.0510
7 N -0.27 0.56 0.20  -0.3169
8 N -0.66 1.83 -0.45  0.6699
9 O -0.03 2.73 -0.02  -0.3596
10 O -1.47 1.74 -1.32  -0.3427
11 H -0.19 -0.73 -1.68  0.2414
12 H 2.03 -0.94 -0.18  0.3926
13 H 1.13 0.42 1.99  0.2021
14 H 1.76 1.21 0.50  0.1951